45
Properties=species:S:1:pos:R:3:forces:R:3 method="wB97M-V/def2-TZVPD" smiles=C[NH+](C)CCOCCOc1ccccc1-c1ccccc1 total_charge=+1 e_above_lowest_kj_mol=80.3 total_energy_ev=-24634.0842 lumo_ev=-2.19
C -3.341184 -1.048846 -1.655946 -0.7 0.2 -0.2
N -1.976519 -1.207463 -1.128047 0.1 0.4 0.3
C -1.024050 -1.444272 -2.227366 0.7 -0.1 -0.6
H -1.316518 -2.332746 -2.784172 -0.1 0.0 0.1
H -0.027287 -1.591968 -1.818072 -0.1 0.1 0.0
H -1.014472 -0.591178 -2.901834 -0.1 0.1 0.1
H -1.704550 -0.287854 -0.684248 -0.2 -0.7 -0.1
C -1.927263 -2.287136 -0.111090 0.4 -0.5 0.7
H -2.835913 -2.241613 0.491447 0.0 0.1 -0.1
H -1.892871 -3.244713 -0.635685 -0.1 0.1 -0.1
C -0.731676 -2.177562 0.832910 0.0 0.0 -0.1
H -0.748417 -1.209395 1.352791 0.0 -0.1 0.0
H -0.815335 -2.976933 1.581798 -0.1 0.1 -0.1
O 0.461909 -2.324016 0.092290 -0.3 0.0 0.0
C 1.627150 -2.595641 0.846765 0.3 0.2 0.1
H 2.417117 -2.642011 0.095170 0.0 -0.1 0.1
H 1.547029 -3.569503 1.346153 0.0 0.1 0.0
C 1.927309 -1.507318 1.899026 -0.1 -0.4 -0.1
O 1.420116 -0.253104 1.508569 0.2 0.4 -0.2
C 1.903132 0.369019 0.386785 -0.1 0.1 -0.2
C 3.162572 0.139260 -0.149365 -0.1 -0.1 0.3
C 3.581015 0.828404 -1.274182 -0.1 0.1 -0.1
C 2.744929 1.747815 -1.881988 0.1 0.0 -0.1
C 1.484179 1.970699 -1.361638 0.0 -0.1 0.1
C 1.039851 1.291589 -0.231362 0.3 -0.1 0.1
C -0.315410 1.531770 0.290048 -0.3 -0.1 0.0
C -1.396297 1.633014 -0.594122 0.1 0.5 0.2
C -2.680800 1.879848 -0.122801 0.0 0.0 0.0
C -2.911674 1.992030 1.237198 -0.1 0.0 0.0
C -1.847856 1.890066 2.120558 0.0 0.0 0.0
C -0.564283 1.667909 1.654892 -0.1 0.1 0.0
H 0.259283 1.629600 2.348471 0.0 0.0 0.1
H -2.017891 2.007014 3.179675 0.0 0.0 0.1
H -3.907370 2.185824 1.604205 -0.1 0.0 0.0
H -3.495744 2.003854 -0.821496 -0.1 0.0 -0.1
H -1.210440 1.613121 -1.660683 0.0 -0.1 -0.1
H 0.838328 2.705701 -1.818538 -0.1 0.1 0.0
H 3.075173 2.292752 -2.751842 0.0 0.1 -0.1
H 4.568760 0.648012 -1.668472 0.1 0.0 0.0
H 3.834547 -0.563138 0.317996 0.1 -0.1 0.1
H 1.403549 -1.722960 2.834024 0.1 0.0 -0.1
H 3.001522 -1.478179 2.107592 -0.1 0.0 0.0
H -3.355103 -0.279670 -2.425366 0.1 0.0 0.0
H -3.682259 -1.986337 -2.092648 0.1 0.0 0.0
H -4.023928 -0.757307 -0.860193 0.1 0.0 0.1



55
Properties=species:S:1:pos:R:3:forces:R:3 method="wB97M-V/def2-TZVPD" e_above_lowest_kj_mol=294.6 total_energy_ev=-77151.8052 lumo_ev="-0.33 / -0.33"
W 0.564763 2.229694 1.577870 -0.1 0.0 0.1
O 1.561387 2.677346 3.443217 0.1 -0.2 0.1
S 2.413674 1.448833 3.096786 -0.8 0.3 -0.2
O 3.302678 0.957042 4.074726 0.1 0.0 0.0
O 1.282101 0.500942 2.636262 0.3 0.1 0.2
O 2.930183 1.859445 1.757300 -0.1 0.0 -0.1
N -3.065024 -0.009382 2.714218 0.0 0.0 0.0
C -1.669494 -0.518690 3.076041 0.0 0.0 0.0
C -1.789082 -1.838353 3.813455 0.0 0.0 0.0
P -0.870641 -0.723816 1.408217 0.0 0.0 0.0
O -2.216662 -1.249914 0.633626 0.0 0.1 -0.1
O 0.177814 -1.738350 1.295168 0.0 0.0 0.1
O -0.723968 0.713756 0.883197 0.2 0.0 -0.1
P -1.025231 0.871971 4.143986 -0.1 -0.1 -0.1
O -2.448331 1.179039 4.899603 0.0 0.1 0.0
O -0.019879 0.518486 5.141035 0.0 0.0 0.0
O -0.954474 1.994198 3.101418 0.2 0.0 0.0
H -3.546771 -0.697610 2.133823 0.0 0.0 0.0
H -2.963489 0.856558 2.175402 0.0 0.0 0.0
H -3.569449 0.215387 3.576496 0.0 0.0 0.0
H -2.225434 -2.616215 3.183063 0.0 0.0 0.0
H -2.384967 -1.727181 4.721774 0.0 0.0 0.0
H -0.788257 -2.153069 4.103185 0.0 0.0 0.0
H -1.981970 -2.012599 0.089847 0.0 0.0 0.1
H -2.271630 1.371532 5.828916 0.0 -0.1 0.0
C -1.093856 -2.071468 -4.929879 0.0 0.0 0.0
C 0.394647 -2.177575 -4.632482 0.0 0.0 0.0
N 0.822224 -1.365091 -3.492751 -0.1 0.0 0.0
C 1.095077 -2.063221 -2.242100 0.0 0.0 0.0
C -0.146678 -2.744839 -1.683010 0.0 0.0 0.0
C 0.975994 -0.040949 -3.722763 0.1 0.0 0.0
O 0.752803 0.454406 -4.819505 0.0 0.0 0.0
C 1.510764 0.868342 -2.646604 0.0 0.1 -0.1
C 2.567219 1.694503 -3.014108 0.0 0.0 0.0
C 3.030592 2.619473 -2.104266 0.0 0.0 0.0
C 2.408377 2.726500 -0.873964 0.1 -0.1 0.0
N 1.364809 1.958953 -0.522184 -0.1 0.2 0.0
C 0.942459 1.034536 -1.399201 -0.1 0.0 0.0
H -1.351068 -2.712102 -5.774513 0.0 0.0 0.0
H -1.350616 -1.045483 -5.188132 0.0 0.0 0.0
H -1.695217 -2.380273 -4.074376 0.0 0.0 0.0
H 0.963152 -1.855765 -5.504895 0.0 0.0 0.0
H 0.674002 -3.208547 -4.409723 0.0 0.0 0.0
H 1.502677 -1.367164 -1.514483 0.0 0.0 0.0
H 1.870390 -2.812613 -2.428073 0.0 0.0 0.0
H -0.968768 -2.023950 -1.650542 0.0 0.0 0.0
H 0.058091 -3.107672 -0.676982 0.0 0.0 0.0
H -0.464881 -3.579727 -2.308945 0.0 0.0 0.0
H 2.993873 1.603738 -4.003876 0.0 0.0 0.0
H 3.864196 3.269662 -2.326225 0.0 0.0 0.0
H 2.757446 3.429959 -0.139377 0.0 0.0 0.0
H 0.097759 0.440201 -1.087967 0.0 0.0 0.0
F -1.676693 4.680098 1.277572 0.0 0.0 -0.1
B -0.909785 3.668588 1.221908 0.5 -0.2 0.4
F 1.293161 3.998429 1.162814 0.0 0.0 -0.3



34
Properties=species:S:1:pos:R:3:forces:R:3 method="wB97M-V/def2-TZVPD" smiles="CCC[C@@H]1CCc2c(sc(N)c2C(N)=O)C1" e_above_lowest_kj_mol=0.0 total_energy_ev=-28599.6954 lumo_ev=0.77
O -1.101613 -3.884026 -3.250798 0.2 -0.6 -2.1
S -0.577534 0.682310 -2.946662 0.0 -2.0 1.0
C -0.957851 -3.295539 -2.200228 -1.3 0.3 -0.6
C -0.700341 -1.849976 -2.146603 0.7 0.6 1.3
C -0.962048 -1.040288 -3.227877 0.0 -0.2 -0.8
C -0.168608 -1.106401 -0.992429 -0.4 2.6 -2.5
C -0.033084 0.250261 -1.312007 0.1 -1.7 1.3
N -1.293224 -3.981192 -1.101024 0.9 1.5 2.8
N -1.494878 -1.490673 -4.418390 0.2 0.4 -0.4
C -0.255185 3.448704 3.231307 1.0 0.3 -1.1
C 0.250076 -1.651632 0.319195 0.0 0.4 0.2
C 0.528056 1.285948 -0.343352 -0.6 -0.8 0.0
C 0.859133 3.200760 2.172863 -0.5 -0.9 0.9
C 1.116419 -0.669517 1.099984 -0.4 0.5 0.9
C 1.348332 1.733152 2.051251 0.2 0.2 -0.2
C 0.544954 0.793714 1.137737 -0.6 -0.5 -0.8
H -1.811715 -4.825784 -1.171193 -0.1 -0.5 -0.2
H -1.230170 -3.468480 -0.217397 -0.4 -0.8 -0.5
H -1.359820 -0.887274 -5.241900 -0.2 -0.8 0.8
H -1.523171 -2.531458 -4.525193 0.3 1.3 0.2
H -0.681954 4.446616 3.121668 0.2 0.1 0.1
H 0.151696 3.321095 4.233668 -0.1 0.0 0.0
H -1.037680 2.767827 3.047126 -1.2 -0.9 0.1
H 0.808739 -2.577108 0.142615 -0.2 -0.1 0.3
H -0.639872 -1.816346 0.931291 -0.1 -0.5 0.0
H -0.123833 2.132917 -0.412025 -0.1 0.9 0.0
H 1.527981 1.563868 -0.664459 0.3 0.2 0.1
H 1.675072 3.778275 2.549204 0.9 0.5 -0.3
H 0.601310 3.523411 1.177459 -0.3 0.5 -0.2
H 1.209642 -1.058593 2.131469 0.2 0.2 -0.4
H 2.097849 -0.683297 0.632128 0.3 0.3 0.1
H 2.370571 1.793162 1.637424 -0.2 -0.2 0.3
H 1.389086 1.291684 3.054944 0.2 0.0 -0.1
H -0.526337 0.803879 1.500202 0.9 -0.4 -0.3



16
Properties=species:S:1:pos:R:3:forces:R:3 method="wB97M-V/def2-TZVPD" total_charge=-1 e_above_lowest_kj_mol=165.3 total_energy_ev=-17645.7296 lumo_ev=3.18
C -0.932223 -1.121571 -0.297759 0.5 -0.1 0.1
C -1.991359 -0.054833 -0.398332 -0.6 -0.3 0.2
S -3.693363 -0.723879 -0.738636 0.1 0.1 -0.2
H -0.954987 -1.775056 -1.176047 0.1 0.1 -0.1
H -1.092232 -1.760753 0.573940 -0.1 0.0 0.1
H 0.041096 -0.544811 -0.194594 -0.8 -0.4 -0.1
H -2.144965 0.451144 0.544984 0.4 0.2 0.2
H -1.729665 0.687726 -1.143980 -0.1 0.0 -0.2
H -3.370519 -2.020082 -0.815884 0.1 0.0 0.0
N 2.932338 1.411821 1.083501 0.0 0.1 0.3
C 2.139509 0.592204 0.129090 -1.2 0.2 -0.3
O 0.840234 0.977568 0.042082 0.7 0.3 -0.1
H 2.635145 2.354100 0.826521 0.2 0.0 -0.1
H 2.450853 1.326098 1.978399 0.0 -0.3 0.0
H 2.675503 0.679832 -0.840564 0.2 0.0 0.0
H 2.194628 -0.479511 0.427279 0.5 0.0 0.2



15
Properties=species:S:1:pos:R:3:forces:R:3 method="wB97M-V/def2-TZVPD" total_charge=-1 e_above_lowest_kj_mol=12.2 total_energy_ev=-8390.3648 lumo_ev=3.93
C 1.451068 0.284823 0.395762 -0.4 0.0 -0.4
C 2.082356 0.583118 1.748842 -0.1 0.0 0.4
H 1.238991 1.206387 -0.154496 0.0 0.0 0.1
H 2.095691 -0.316894 -0.245390 0.2 0.0 0.0
H 0.496690 -0.257284 0.455720 0.2 0.1 0.2
H 1.330807 0.661354 2.537819 -0.1 0.0 -0.1
H 2.621937 1.529937 1.763559 0.2 0.0 -0.1
H 2.773912 -0.193493 2.076511 0.0 -0.1 -0.1
C -1.811396 -0.100767 -1.714865 0.2 -0.4 -0.2
C -2.298125 -1.016493 -0.563197 0.0 0.0 0.3
O -3.440650 -1.504776 -0.685890 -0.1 0.1 -0.1
O -1.488264 -1.182877 0.383243 0.0 0.1 0.0
H -0.740080 -0.258591 -1.863977 0.0 0.1 0.0
H -1.980611 0.958694 -1.508609 -0.1 -0.1 0.1
H -2.332324 -0.393141 -2.625039 -0.1 0.2 -0.1



18
Properties=species:S:1:pos:R:3:forces:R:3 method="wB97M-V/def2-TZVPD" total_charge=+2 e_above_lowest_kj_mol=537.3 total_energy_ev=-11153.2305 lumo_ev="-8.95 / -10.35"
C -1.492473 0.086775 -1.052059 1.4 -3.4 -0.3
C 0.500529 0.600483 1.087781 -0.7 1.4 2.4
N 1.891798 -1.120163 1.762378 0.6 -0.2 -0.8
N 1.079715 -0.192271 2.102235 0.3 0.4 2.4
N -2.128336 1.078500 -1.473944 -0.9 2.2 0.1
N -1.650153 -1.234752 -1.274233 -2.6 1.9 0.4
N 0.912152 0.798240 -0.194156 0.8 0.2 -2.7
N 1.764212 0.157882 -0.831271 1.0 0.1 0.1
H -0.457900 0.203803 0.764674 -1.3 -0.2 0.5
H 0.316953 1.673302 1.389491 0.0 -1.2 0.6
H 2.444569 -1.611869 2.485902 -0.9 0.5 0.2
H -2.970472 1.038980 -1.991889 -1.2 -0.5 -1.0
H -1.908398 2.050252 -1.268769 0.4 -0.3 0.4
H -2.575589 -1.758466 -1.312445 1.4 1.1 -0.2
H -0.853865 -1.788905 -1.164120 1.2 -1.1 0.3
H 1.956267 0.523255 -1.768774 0.0 -0.4 0.1
H 0.821514 0.069806 3.146662 0.7 -0.6 -2.5
H 2.349477 -0.574851 -0.407463 -0.1 0.0 0.0